# 1
A cluster of 6 separate species, C24H66N6O6 in total in a non-equilibrium geometry. Source: OMol25; level of theory: wB97M-V/def2-TZVPD.

```
102
Properties=species:S:1:pos:R:3:forces:R:3
C 0.17684 -1.49658 -28.83688 0.4 -0.4 1.9
O -0.01272 9.08417 -24.83430 -0.2 1.1 -0.5
H -0.87334 0.27991 -20.49654 0.3 -1.0 0.5
H 1.17400 -1.42932 -29.27191 -0.4 0.0 -0.7
H -2.84115 1.08116 -23.33208 0.7 0.7 -0.2
O 2.84210 -4.01119 -22.93657 0.2 0.4 -0.1
H 1.55384 1.05456 -22.03620 0.9 -0.1 0.1
H 7.09569 -3.81215 -23.88541 -0.6 0.3 -0.4
H 6.47524 -1.83392 -22.68840 0.0 0.5 -0.1
H -1.10107 7.52543 -19.67503 0.5 -0.1 -0.9
H 0.98663 5.01402 -24.81050 0.2 0.0 0.0
H 0.52448 1.63333 -25.74527 -0.1 -0.1 0.9
H 4.33443 -5.22925 -23.63920 0.0 -0.5 0.2
C 3.55959 0.38698 -24.32249 0.4 -0.5 -1.0
H -0.72516 -1.27156 -29.40596 0.7 0.0 -0.5
H 0.48762 -1.96843 -23.95095 0.0 0.4 0.0
N -2.12192 10.79978 -23.76027 -0.2 -1.2 1.0
H -1.93337 13.13419 -24.27001 -0.9 -0.4 -0.2
C -0.73674 6.31824 -22.35066 0.1 1.1 0.8
N 1.01869 2.45008 -20.66315 -0.9 0.9 -0.2
O 2.69465 1.03728 -25.27229 0.3 1.2 1.2
C 0.54346 -1.10692 -26.26224 1.5 -1.3 1.7
C 1.74160 3.23923 -25.85878 -0.9 -1.6 0.6
C 0.01050 10.50078 -24.98536 -1.1 1.3 1.2
H -0.69989 13.14370 -25.33830 0.6 -0.2 -0.2
H 1.23457 6.81291 -18.97790 0.1 0.1 -0.1
C 5.50819 -2.05576 -23.13974 -0.5 0.1 0.6
N 6.57147 -4.13813 -23.08601 0.5 -1.6 1.5
H 1.83686 0.65095 -27.29847 1.6 -0.5 -0.5
C 5.29093 -3.54528 -22.80509 -1.0 2.4 -2.5
C -0.84363 5.40424 -20.08976 -0.2 -0.4 -1.1
C -1.64734 12.62541 -25.19057 2.1 0.7 -0.4
H 1.58453 8.65691 -26.02500 0.6 0.4 0.1
H 1.56706 -1.47676 -26.32198 0.4 -0.4 -0.1
H -0.91103 -0.31944 -27.43198 0.0 0.8 -0.3
H 0.63100 -0.28734 -25.54898 -0.4 0.1 0.4
H 1.46167 5.24509 -26.54110 -0.7 0.0 0.1
H -2.90409 6.79637 -18.57496 0.0 0.0 -0.3
C -0.87478 6.59987 -19.14566 -2.7 1.9 0.1
H 3.25782 0.52339 -23.28402 -0.5 -0.4 -0.1
H 0.17379 5.03388 -20.21549 0.4 0.4 -0.4
H -3.10831 10.77596 -23.97606 -0.5 0.8 0.1
H 2.11726 -0.66103 -20.23024 0.2 0.0 -0.3
H 1.96996 3.14935 -26.92079 0.5 -0.4 -0.1
H 0.53345 -3.51499 -24.64609 -0.4 -0.3 0.0
H 3.68345 2.90127 -25.10260 0.6 -0.6 0.1
C -2.13805 0.43080 -22.81173 0.0 0.0 0.4
N -1.98559 6.68586 -18.16971 0.0 -0.8 0.1
C 1.67303 4.72545 -25.60654 1.0 0.1 -0.4
C -0.21430 0.31291 -21.36411 -0.7 1.5 -0.1
H -1.39209 7.01296 -22.87599 -0.1 -0.2 -0.2
C 2.78413 -4.72006 -21.68756 -0.8 0.2 -0.4
H 1.98997 -5.46513 -21.73541 0.3 -0.5 -0.4
H -2.03302 10.60900 -25.75594 0.5 -0.1 -0.8
C 1.31749 8.62342 -24.96874 -1.4 -1.1 0.2
H 3.61907 -0.63442 -24.69840 0.0 -0.1 0.7
C 1.10019 1.07114 -21.04522 -1.1 -0.7 -0.6
H 0.09458 -2.48460 -28.38397 -0.2 -0.2 -0.3
H 4.01384 -3.97133 -24.66623 -0.1 1.1 0.1
N 0.39897 2.63442 -25.69882 0.1 0.0 -1.0
H -1.33319 4.52682 -19.66721 -0.5 0.2 0.2
C -0.11776 -2.64586 -24.55319 1.1 0.5 0.0
H -2.01047 9.80168 -23.65312 0.5 -0.5 0.6
H 7.04711 -3.72869 -22.29467 1.2 -0.7 0.0
O -0.99542 1.09230 -22.27027 -0.2 0.6 -1.1
H 1.19181 0.18157 -19.08076 -0.2 0.4 0.1
H 5.56376 -1.89282 -24.21605 0.0 0.1 0.0
H 1.20857 7.57086 -24.70730 0.6 -0.1 0.2
H 0.45993 2.94319 -21.34485 0.0 0.2 -0.5
H 5.11764 -3.50121 -21.72985 -0.2 -0.9 0.0
H 0.49689 10.91480 -24.10212 0.0 0.1 0.6
H 1.96225 9.14350 -24.26027 0.4 0.0 -0.3
H -2.16695 12.90641 -26.10662 -0.6 -0.2 0.4
H 0.42270 2.55534 -19.85456 0.1 -0.2 0.7
O -1.50045 5.60808 -21.39364 0.6 -0.5 1.0
H 0.45314 1.39412 -27.40281 -0.6 1.7 -1.0
C 1.82121 0.35108 -19.95439 0.8 -1.0 0.2
O -0.35504 -2.09447 -25.86766 -0.5 0.2 0.0
H 4.76597 -1.41788 -22.65981 -0.1 0.2 -0.2
C -1.44464 11.12216 -24.99528 0.0 -0.5 -1.0
H 0.46232 5.97679 -17.67414 0.1 -0.6 0.0
H -0.00180 6.94018 -21.83965 0.2 0.2 0.0
H 4.55924 0.81883 -24.37076 0.1 0.0 -0.2
C 4.09050 -4.16774 -23.59681 0.9 -1.5 1.4
H 2.38000 -4.07081 -20.91087 0.6 0.4 0.1
H 2.70102 5.05293 -25.45133 0.0 0.3 0.7
C 0.33606 6.81381 -18.36084 2.6 -0.9 1.2
C 0.14338 -0.55282 -27.57983 -1.1 0.1 -2.1
N 0.95908 0.61377 -27.79670 -1.8 -0.6 2.2
C 2.72392 2.41362 -24.93053 -1.0 2.9 -2.2
H 0.05307 -0.62518 -21.85053 -0.2 -0.5 0.4
H 0.43435 7.62707 -17.64178 -0.8 0.5 -0.6
H -0.16092 5.74487 -23.07715 -0.3 -0.7 0.0
H -1.02901 -2.81460 -23.97936 -0.1 -0.2 -0.6
H -1.82532 -0.34106 -23.51496 -0.1 -0.3 0.1
H 3.75565 -5.14811 -21.44053 -0.3 -0.1 0.2
H -2.80055 0.04313 -22.03785 0.3 -0.6 0.4
H 2.39843 2.72938 -23.93934 0.0 -0.9 0.6
H 2.70862 0.91212 -19.66140 0.0 -0.1 0.1
H -2.01250 5.83706 -17.62299 -0.1 -0.1 0.3
H 0.01099 2.82939 -24.78692 -0.2 0.1 0.2
H 0.70345 10.83299 -25.75839 -0.5 -0.2 -0.8
```
Positions in Å, forces in eV/Å.

Values from the calculation:
- maximum force (eV Å⁻¹) = 3.76
- 2S+1 = 2
- net charge = +1
- expectation value of S² = 0.754
- gap between HOMO and LUMO (spin up / spin down) (eV) = 8.463 / 2.663
- HOMO (spin up / spin down) (eV) = -10.7 / -10.7
- LUMO level (spin up / spin down) (eV) = -2.21 / -8.01



# 2
A cluster of 7 separate species, C24H66N7O9 in total in a non-equilibrium geometry. Source: OMol25; level of theory: wB97M-V/def2-TZVPD.

```
106
Properties=species:S:1:pos:R:3:forces:R:3
H -12.97409 22.31466 76.56487 -1.7 1.1 -1.9
C -18.23976 21.38539 71.00427 -3.8 0.0 1.1
H -16.20628 19.82227 66.20606 0.7 1.7 0.0
H -8.11991 22.90012 78.95909 -2.5 -1.9 -3.2
C -9.40369 23.79793 77.56230 1.6 3.2 0.3
H -9.16962 24.70751 78.30508 0.0 -1.4 -2.0
H -10.89839 28.06360 73.78959 -0.2 -0.6 -0.9
O -14.90197 20.13599 75.08462 0.8 1.9 -1.5
H -11.59603 23.34759 72.92178 -1.2 2.1 0.6
N -12.85577 17.56880 73.73219 -0.7 1.1 2.3
C -13.28816 24.80502 73.78478 -1.8 0.3 -0.9
H -12.84555 26.42104 72.15903 -2.0 0.3 -4.7
N -8.63833 22.62106 77.95306 1.5 1.7 2.5
H -14.36903 19.96504 71.73066 0.3 0.7 1.2
O -19.25197 23.54676 71.10568 -3.5 0.8 -0.3
H -21.27213 22.64772 71.14732 0.6 -0.9 0.2
H -13.82897 15.61069 73.25284 0.6 1.1 -0.7
H -14.84023 17.03955 69.73688 0.0 0.2 -0.2
H -18.38032 19.69962 72.32317 2.6 2.6 -1.8
C -16.41879 20.04755 67.26914 -0.3 -4.4 -1.8
H -15.02500 24.07059 74.25594 -1.4 -1.1 0.2
H -20.35471 17.31878 74.14180 -0.6 1.0 -0.8
H -16.89223 20.74743 72.41283 -1.2 -0.9 -0.6
H -20.89264 23.96303 72.40120 0.2 -1.1 -1.9
O -11.13817 22.31258 77.34996 -0.2 -1.9 0.0
C -14.11939 17.74042 69.30815 3.0 1.9 1.9
C -12.74744 23.59640 73.06247 3.9 1.1 -2.0
H -13.02972 24.69090 74.91017 -0.4 0.9 -1.9
H -13.03249 17.44963 69.64984 -2.1 0.1 -0.6
H -17.90091 16.43618 75.10829 -2.3 3.4 -2.2
H -17.28186 21.10028 77.03603 -1.9 7.1 -2.6
H -19.35322 22.23560 72.62207 -2.8 -1.4 3.5
C -18.08989 19.34311 77.01359 -0.8 4.6 -0.9
H -19.71147 20.84802 77.04559 0.5 -0.8 -0.4
H -10.93232 23.58939 79.05632 0.0 -0.5 -1.1
H -20.17737 19.13340 73.67837 -2.4 2.7 -0.2
O -19.23422 18.33037 75.33556 0.8 1.6 -1.7
H -20.06940 21.21730 69.57546 -1.5 2.2 -0.7
H -19.07576 18.09935 73.16336 0.2 -0.5 1.3
H -13.09632 18.51552 74.25417 0.1 -2.9 -0.4
O -15.38580 22.20451 75.37833 0.9 1.2 -0.7
N -17.62823 20.35221 71.76033 -0.4 -2.4 2.6
H -17.87614 18.36112 77.19480 0.6 -2.5 1.6
C -19.79024 18.26661 74.03766 2.4 -4.0 0.2
H -11.56979 24.17091 77.54486 -1.4 2.5 -1.0
H -12.44891 20.60212 77.09092 0.0 3.5 0.5
H -15.51761 20.75904 70.10638 -0.4 3.2 0.6
H -17.23635 20.69680 67.40389 -0.8 1.1 0.3
H -17.79062 22.97444 72.27595 1.0 0.5 1.4
C -15.28884 16.75744 74.23262 4.6 -1.0 5.3
C -10.69184 27.26301 73.01419 0.1 0.3 -0.9
O -15.41395 21.39344 73.29665 1.6 0.6 2.7
H -20.23131 20.25162 71.13536 1.8 0.4 -2.4
H -20.30318 19.42755 77.71557 -0.5 -1.5 -0.6
H -12.95078 26.99014 73.73336 -1.6 -0.4 -0.2
H -13.60920 14.51801 75.68271 0.1 2.6 -1.9
H -17.54671 21.87735 70.35396 0.4 -0.1 -0.9
H -21.22977 24.21148 70.74311 -0.9 2.9 -2.6
H -16.77402 18.96644 67.30483 -0.6 0.8 1.2
C -12.47674 21.82636 77.31148 0.7 -3.6 4.0
H -15.18279 17.69966 74.84134 -1.0 -1.2 0.9
C -10.84748 23.54760 77.91777 0.3 -1.0 1.4
C -13.74946 16.39984 74.02861 -1.6 -1.5 -0.6
H -9.54739 27.16860 72.98717 -1.8 -0.6 0.2
C -18.71171 22.58048 71.95698 3.3 -0.7 -5.7
H -13.46806 19.84975 69.97344 2.3 0.7 -1.5
H -13.13805 16.18164 75.90397 1.2 3.3 4.7
H -12.97106 17.95575 72.82759 -0.4 -0.4 -1.5
H -8.09984 24.29310 75.85684 1.8 0.9 -0.3
H -16.31456 19.32942 69.84284 0.3 0.8 -1.6
H -13.03477 21.97726 78.38459 1.3 -0.3 -2.5
H -15.39783 18.76170 71.63383 3.2 0.2 -0.1
O -15.28666 20.15339 68.02763 0.5 1.2 1.5
H -12.15619 15.13648 74.80680 -0.8 1.1 0.7
H -9.54773 23.47153 75.29820 0.4 -0.2 0.8
C -9.10670 24.15635 76.05154 -6.0 1.4 1.5
H -11.01152 27.53531 71.96230 0.5 0.7 1.0
H -9.51371 22.08439 77.86616 1.5 -2.2 1.5
H -15.02702 24.57412 72.69899 -0.5 -0.7 -0.9
H -17.21224 19.08371 75.03938 -0.9 -0.2 0.1
C -19.38023 19.95279 77.64574 -0.7 -3.9 -11.3
H -17.72223 14.87529 75.43504 -2.0 -4.3 -1.5
C -15.45304 19.98185 69.44105 -0.7 -4.4 -0.1
O -15.96444 15.57608 74.62448 -1.5 0.8 0.6
H -9.92345 25.06227 75.97190 2.7 -1.3 -0.6
H -16.12567 20.00146 76.80111 -2.0 1.1 1.2
C -20.71091 23.55899 71.30099 2.3 -0.3 4.3
C -18.20548 19.34447 75.49022 -0.5 -0.1 0.9
H -12.98585 23.52031 72.02029 -1.0 0.2 -0.6
H -19.39252 20.37618 78.42674 1.6 5.2 11.5
H -18.44357 20.41051 75.17426 -0.3 -1.3 -0.1
N -14.87643 24.83623 73.64141 3.7 1.2 1.5
N -14.29988 19.00851 71.43746 -4.8 -0.7 -0.3
C -13.15172 15.53674 75.17636 0.1 -5.0 -2.9
C -14.28166 19.20653 69.97104 -0.3 -3.2 -0.1
H -12.79272 22.67890 73.45942 -2.1 -3.4 2.1
H -17.14967 15.78261 76.19526 2.9 2.1 13.5
N -17.02516 20.30074 77.34054 4.4 -8.5 2.1
N -15.11565 21.31723 74.58010 -3.1 -3.6 -0.5
H -14.08711 17.77971 68.23706 -0.4 -0.1 -0.5
H -19.07059 20.01426 69.47339 -0.3 -0.7 1.5
H -15.60068 17.13835 73.40874 -2.4 1.9 -5.9
C -17.23300 15.73542 75.32064 3.2 -1.2 -10.4
C -12.78131 26.09629 73.09275 1.8 0.7 6.8
O -11.39683 26.06785 73.26709 3.9 -1.1 0.7
C -19.51739 20.67839 70.25998 2.2 -1.0 2.3
```
Positions in Å, forces in eV/Å.

Values from the calculation:
- maximum force (eV Å⁻¹) = 13.96
- net charge = -1
- gap between HOMO and LUMO (eV) = 8.594
- HOMO (eV) = -6.2
- LUMO level (eV) = 2.44



Record-wise ΔE to the lowest compared entry with this formula, charge and spin values, in kcal/mol: 33.9, 314.9